C13H16HfN8O as an isolated structure at a distorted geometry, computed with the ωB97M-V functional and the def2-TZVPD basis.

Geometry as ORCA input:
```
! wB97M-V def2-TZVPD RIJCOSX def2/J DEFGRID3
* xyz 4 1
Hf 0.2439 0.2199 0.4137
N -1.7095 3.3336 -1.8495
C -1.8814 2.3078 -1.0317
N -0.7134 1.7646 -0.7110
C 0.1938 2.6151 -1.4067
N -0.3619 3.5998 -2.1008
C 1.5734 2.1699 -1.4412
C 2.4868 2.6460 -2.3554
N 3.6239 2.0680 -2.5894
C 3.9313 0.9865 -1.8069
C 3.1309 0.5134 -0.7619
N 1.8672 1.0944 -0.5864
H -2.3978 3.9647 -2.2354
H -2.8087 1.9939 -0.6253
H 2.1634 3.3915 -3.0162
H 4.8458 0.4295 -2.1158
H 3.5005 -0.3732 -0.2050
N -1.7664 -1.9158 3.4355
C -0.7707 -1.0272 3.0337
C -1.1913 0.2172 2.5370
N -0.4016 1.2425 2.1959
C 0.9534 0.9893 2.4955
C 1.4095 -0.2804 2.9784
N 0.5649 -1.3289 3.0821
H -2.6997 -1.5938 3.7048
H -1.3823 -2.8931 3.6381
H -2.2632 0.4715 2.4282
H 1.6300 1.8282 2.5242
H 2.4429 -0.4087 3.2104
C -1.5179 -3.2989 0.1288
C -1.1515 -2.3984 -0.9527
C -1.4393 -2.6013 -2.3496
O -0.5736 -1.2126 -0.6409
H -1.3328 -4.3369 -0.1768
H -2.5426 -3.2379 0.4000
H -0.9388 -2.9327 1.0166
H -1.4203 -3.6613 -2.5479
H -0.8502 -2.0732 -3.1739
H -2.4465 -2.2730 -2.5428
*
```

E = -1064.63520 hartree
gap between HOMO and LUMO = 6.52 eV
maximum force = 4.37 eV Å⁻¹
HOMO level = -22.72 eV
molecular weight = 478.82 g mol⁻¹

***

C13H16I2LaN3O as an isolated structure at a distorted geometry, computed with the ωB97M-V functional and the def2-TZVPD basis.

Geometry as ORCA input:
```
! wB97M-V def2-TZVPD RIJCOSX def2/J DEFGRID3
* xyz -2 1
C 2.0829 2.8564 -1.4308
I 3.7418 0.5944 -1.3581
H 1.1735 3.4194 -1.1719
H 2.2134 2.8767 -2.5220
H 2.9419 3.3624 -0.9714
C -0.0583 -2.1234 -4.2087
C -0.5278 -0.8887 -2.3599
N -0.1421 -2.1190 -2.8220
H -0.4901 -0.4848 -5.6180
I -3.8566 -0.4270 -0.4080
N -0.7093 -0.1521 -3.4948
H 0.2259 -2.9988 -4.7616
La -0.8745 -0.5746 0.1813
C 1.9172 1.4425 -0.9044
O 0.8903 0.9868 -0.3626
C -0.4099 -0.8905 -4.6280
C -1.1440 1.2326 -3.5198
H -1.4623 1.4797 -4.5422
H -0.3261 1.9193 -3.2305
H -1.9875 1.3852 -2.8252
C 0.1397 -3.2546 -1.9627
H 0.1083 -4.1831 -2.5534
H -0.6124 -3.3239 -1.1505
H 1.1387 -3.1776 -1.4920
N -0.5273 -0.6983 2.2820
C -0.3996 -0.2274 3.5208
C 0.1800 -1.0218 4.5700
C 0.2186 -0.5512 5.8736
C -0.2744 0.7304 6.1871
C -0.8091 1.5483 5.1726
C -0.8620 1.0976 3.8631
H 0.5655 -2.0070 4.2949
H 0.6335 -1.1808 6.6637
H -0.2393 1.0931 7.2153
H -1.1877 2.5425 5.4186
H -1.2709 1.7172 3.0553
*
```

E = -1371.37959 hartree
gap between HOMO and LUMO (spin up / spin down) = 1.83 / 4.57 eV
relative energy (zero: lowest compared OMol25 entry of this formula, charge and spin) = 0.0 kJ/mol
maximum force = 3.42 eV Å⁻¹
HOMO level (spin up / spin down) = 2.36 / -0.14 eV
molecular weight = 623.01 g mol⁻¹

***

One molecule with the formula C13H16IN at a distorted geometry, computed with the ωB97M-V functional and the def2-TZVPD basis.

Geometry as ORCA input:
```
! wB97M-V def2-TZVPD RIJCOSX def2/J DEFGRID3
* xyz 0 1
C -2.8727 1.2216 -2.4218
C -2.2516 0.0320 -2.8394
C -2.2910 1.9988 -1.5014
C -1.0626 -0.3645 -2.2612
C -1.0918 1.6259 -0.9347
C -0.4800 0.4205 -1.2129
C -0.2681 1.7012 2.5603
C -0.8397 0.7709 1.7982
C 2.1937 -1.7517 1.3683
C 2.6387 -1.1375 0.0287
C 1.3359 -0.7457 2.1221
C 1.4934 -0.9733 -0.9350
C 0.0480 -0.4180 1.4328
N 0.6494 0.1193 -0.4467
I -1.2358 -2.1498 0.9463
H -3.7624 1.5719 -3.0324
H -2.6269 -0.7404 -3.5496
H -2.8752 2.9170 -1.2696
H -0.6070 -1.3217 -2.5913
H -0.7240 1.9985 0.0849
H -0.8030 2.4824 2.8228
H 0.7271 1.6764 2.8524
H -1.8851 0.8944 1.5459
H 1.6018 -2.6154 1.1362
H 3.0503 -1.9622 1.9514
H 2.9026 -0.0482 0.3698
H 3.5315 -1.7478 -0.2660
H 0.9165 -1.2336 3.0906
H 1.9581 0.1935 2.2614
H 1.7125 -0.5439 -1.9706
H 0.9172 -1.8707 -1.1393
*
```

E = -857.26302 hartree
gap between HOMO and LUMO = 7.88 eV
relative energy (zero: lowest compared OMol25 entry of this formula, charge and spin) = 5.1 kJ/mol
maximum force = 4.77 eV Å⁻¹
HOMO level = -7.76 eV
molecular weight = 313.18 g mol⁻¹

***

C13H16NO4RuS7 as an isolated structure at a distorted geometry, computed with the ωB97M-V functional and the def2-TZVPD basis.

Geometry as ORCA input:
```
! wB97M-V def2-TZVPD RIJCOSX def2/J DEFGRID3
* xyz 0 6
Ru 0.2504 -1.7683 -0.4028
C 3.6806 -0.1525 -0.2247
C 3.0736 0.5929 0.9492
S 1.2331 0.5698 0.8696
C 0.7679 0.0930 2.5710
C 1.2850 -1.2360 3.0949
S 0.8121 -2.6722 2.0455
C 2.4053 -3.5104 1.6697
C 3.5331 -2.6862 1.0782
S 3.0755 -1.8570 -0.5033
H 4.7667 -0.1991 -0.1311
H 3.4253 0.3449 -1.1607
H 3.3818 1.6389 0.9046
H 3.3850 0.1786 1.9058
H -0.3228 0.0816 2.5143
H 1.0828 0.8967 3.2390
H 0.8150 -1.4310 4.0599
H 2.3659 -1.2472 3.2246
H 2.0970 -4.2853 0.9637
H 2.7431 -3.9874 2.5920
H 4.3583 -3.3565 0.8322
H 3.8899 -1.9250 1.7687
S -1.9344 -3.0143 -0.2300
S -2.6221 -3.5726 -1.9761
S -0.9259 -3.6439 -3.4108
S 0.7056 -3.1383 -2.4514
O -0.4630 -0.0486 -1.9038
C -1.2731 0.4176 -1.0759
O -1.3347 0.0271 0.1166
C -2.2021 1.5100 -1.5179
C -2.4800 1.6927 -2.8703
C -3.3558 2.6877 -3.2774
C -3.9390 3.5250 -2.3429
C -3.6351 3.3498 -0.9959
C -2.7826 2.3409 -0.5720
N -4.2118 4.2379 -0.0178
O -3.8276 4.1458 1.1287
O -5.0433 5.0347 -0.4003
H -2.0040 1.0351 -3.5843
H -3.5833 2.8094 -4.3268
H -4.6127 4.3195 -2.6317
H -2.5797 2.2024 0.4792
*
```

E = -3742.80499 hartree
gap between HOMO and LUMO (spin up / spin down) = 6.97 / 6.01 eV
relative energy (zero: lowest compared OMol25 entry of this formula, charge and spin) = 1.1 kJ/mol
maximum force = 1.51 eV Å⁻¹
HOMO level (spin up / spin down) = -7.13 / -7.67 eV
molecular weight = 575.81 g mol⁻¹

***

C13H16O9Pd as an isolated structure at a distorted geometry, computed with the ωB97M-V functional and the def2-TZVPD basis.

Geometry as ORCA input:
```
! wB97M-V def2-TZVPD RIJCOSX def2/J DEFGRID3
* xyz -2 3
Pd -0.6581 0.9856 -0.3953
C -2.7099 -2.1828 -2.3612
C -3.0907 -0.7977 -1.8383
O -2.0456 0.0669 -1.7422
H -1.8913 -2.6117 -1.7751
H -2.2872 -2.1794 -3.3770
H -3.5631 -2.8689 -2.4304
H -3.5820 -1.0642 -0.8781
H -3.8799 -0.3685 -2.4837
C 0.3802 1.5359 3.1166
C -1.1341 1.5939 2.7751
O -1.3840 1.8123 1.4462
H 0.7525 2.5588 3.1014
H 0.8274 0.8173 2.4325
H 0.4841 1.1851 4.1527
H -1.5977 2.4465 3.3029
H -1.5887 0.6697 3.1899
C 1.3100 3.7165 -2.9921
C 0.9127 2.8460 -1.9645
C 1.8730 1.6730 -1.5757
O 1.4429 0.8567 -0.7067
C 3.1154 1.6035 -2.2064
C 3.5454 2.5554 -3.1537
C 2.5804 3.6539 -3.5816
O 2.8613 4.5012 -4.4671
O 4.7326 2.5205 -3.5425
O -0.2331 2.8126 -1.4381
H 0.6108 4.4663 -3.3322
H 3.8262 0.8474 -1.9019
C -0.4477 -4.2134 2.5448
C 0.7847 -3.4753 3.1127
O 0.9209 -2.4193 2.1852
C -0.2403 -2.2073 1.5423
O -0.4589 -1.3604 0.7517
O -1.1231 -3.1756 1.9132
H -1.0669 -4.5192 3.3964
H -0.2038 -5.0560 1.8913
H 1.6141 -4.1794 3.1859
H 0.6114 -3.0457 4.1029
*
```

E = -1309.90945 hartree
gap between HOMO and LUMO (spin up / spin down) = 4.94 / 4.90 eV
maximum force = 2.36 eV Å⁻¹
HOMO level (spin up / spin down) = -1.13 / -1.10 eV
molecular weight = 422.68 g mol⁻¹

***

C13H17AuF6N5O5S3 as an isolated structure at a distorted geometry, computed with the ωB97M-V functional and the def2-TZVPD basis.

Geometry as ORCA input:
```
! wB97M-V def2-TZVPD RIJCOSX def2/J DEFGRID3
* xyz 1 1
Au 1.3915 0.4177 -0.0784
C 2.7171 2.3256 1.4427
O 2.9585 1.3533 0.4270
H 1.6481 2.5265 1.5620
H 3.2073 3.2535 1.1502
H 3.0981 1.9564 2.3955
C 5.2484 -2.7255 -2.5251
N 4.0815 -1.8503 -2.3986
C 3.2137 -1.4909 -3.4071
C 2.2641 -0.7001 -2.8476
N 2.5583 -0.5851 -1.5092
C 3.6503 -1.2865 -1.2672
H 5.5070 -2.8050 -3.5764
H 5.0214 -3.7133 -2.1318
H 6.0869 -2.2925 -1.9865
H 3.3555 -1.8192 -4.4214
H 1.4224 -0.1973 -3.2910
H 4.1417 -1.3822 -0.3133
F 0.3574 -4.2651 1.0357
C 0.7098 -3.1809 0.3778
F 1.1507 -3.5049 -0.8357
F 1.6928 -2.5568 1.0399
S -0.7343 -2.0540 0.2109
O -0.2356 -0.9087 -0.5974
O -1.7477 -2.8141 -0.4339
N -1.0427 -1.6704 1.6792
S -1.0021 -0.2107 2.2828
O -2.2595 0.4600 2.2407
O 0.1695 0.5651 1.8573
C -0.6402 -0.5968 4.0463
F -1.6689 -1.2271 4.5843
F -0.4415 0.5644 4.6582
F 0.4488 -1.3459 4.1414
C -4.4545 -0.0916 -1.3553
C -3.6403 1.0299 -0.8028
C -4.0657 1.9565 0.1077
C -3.1548 2.9184 0.5562
N -1.9065 2.9942 0.0862
C -1.5061 2.1114 -0.8134
S 0.0775 2.1626 -1.5165
N -2.3653 1.1426 -1.2344
C -3.5201 3.8973 1.6210
H -5.4129 -0.1488 -0.8472
H -3.9308 -1.0410 -1.2259
H -4.6305 0.0626 -2.4211
H -5.0755 1.9189 0.4882
H -1.9793 0.4426 -1.8558
H -4.5955 3.9613 1.7676
H -3.1094 4.8756 1.3795
H -3.0586 3.5684 2.5548
*
```

E = -3084.69326 hartree
gap between HOMO and LUMO = 6.16 eV
relative energy (zero: lowest compared OMol25 entry of this formula, charge and spin) = 87.7 kJ/mol
maximum force = 1.41 eV Å⁻¹
HOMO level = -11.47 eV
molecular weight = 730.47 g mol⁻¹